Record 1
Below is a structure of composition C29H27N3O3 at a distorted geometry, with properties calculated with the ωB97M-V functional and the def2-TZVPD basis.

Calculated values
HOMO-LUMO gap in eV: 7.116
Energy above the lowest of the compared OMol25 structures with the same formula, charge and spin in eV: 23.666
E_HOMO in eV: -7.0064
E_LUMO in eV: 0.11

Structure (ORCA input):
```
! wB97M-V def2-TZVPD RIJCOSX def2/J DEFGRID3
* xyz 0 1
O -2.9271 -1.1495 -2.4609
C -2.9813 -0.6626 -1.4559
N -2.0503 -0.5300 -0.4892
C -0.8327 -1.1166 -0.4988
C -0.1073 -1.1073 0.5328
C 1.1292 -1.4257 0.7883
C 1.7084 -2.0554 -0.2060
C 0.9977 -2.0744 -1.6471
C -0.3470 -1.6536 -1.6755
H -0.8288 -1.8647 -2.4900
H 1.3832 -2.3788 -2.3721
N 2.9996 -2.2900 -0.4643
C 3.9128 -2.4828 -1.6965
H 3.4429 -1.4939 -2.2244
C 5.3105 -1.8515 -1.4117
N 5.2421 -0.7834 -0.1992
C 5.8451 0.2905 -0.6517
O 6.2172 0.5851 -1.7469
C 5.9359 1.6679 0.2007
C 6.1611 2.9041 0.1023
C 6.0611 3.5616 1.1092
C 5.5932 2.7519 2.2893
O 5.5351 1.5612 1.6401
H 5.4594 2.7951 3.3596
H 6.3127 4.7746 1.1168
H 6.5572 3.2520 -0.9874
C 4.6911 -1.2250 0.9452
H 5.4659 -0.9451 1.7149
C 3.8272 -2.3971 0.9435
H 3.3121 -2.5445 1.7807
H 4.6150 -3.0931 0.7407
H 3.9492 -0.2622 1.0688
H 5.9611 -2.6190 -0.8772
H 5.7646 -1.5837 -2.2172
H 3.8974 -3.3433 -2.0813
H 1.7685 -0.9747 1.6925
H -0.5526 -0.4657 1.3859
H -2.4997 -0.1792 0.6772
C -4.4763 0.0626 -1.0315
C -5.0496 -0.4463 0.3513
C -4.5617 -0.0543 1.6388
C -5.1836 -0.4955 2.9027
C -5.8361 -1.8082 2.6747
C -6.0797 -2.5096 1.4597
C -5.7353 -1.7163 0.1764
H -5.7006 -2.3167 -0.7076
H -6.4908 -3.4110 1.4530
H -5.9201 -2.3720 3.6085
H -4.7887 0.0030 3.5009
H -4.2507 1.0365 1.5562
C -4.3248 1.5756 -1.0518
C -3.1754 2.2525 -1.4244
C -2.9706 3.6546 -1.4236
C -4.1975 4.2282 -0.8098
C -5.3041 3.5712 -0.4331
C -5.4215 2.3552 -0.3904
H -6.3909 1.6748 -0.3890
H -6.3733 4.1985 -0.1774
H -4.1999 5.4870 -0.8481
H -2.1086 4.0966 -1.3236
H -2.2664 1.5955 -1.8010
H -5.1235 -0.2525 -1.7463
*
```

These are the Mulliken partial charges, in e, on atoms 1 to 6:
1. O -0.500
2. C -0.047
3. N 0.108
4. C 0.289
5. C 1.006
6. C -1.557

Record 2
Below is the molecule C5H7NO, with properties calculated with the ωB97M-V functional and the def2-TZVPD basis.

Calculated values
HOMO-LUMO gap in eV: 10.546
Energy above the lowest of the compared OMol25 structures with the same formula, charge and spin in eV: 4.661
E_HOMO in eV: -9.4635
E_LUMO in eV: 1.08

Structure (ORCA input):
```
! wB97M-V def2-TZVPD RIJCOSX def2/J DEFGRID3
* xyz 0 1
C -1.5997 -0.8717 -0.0760
N -1.8025 0.5708 -0.0975
C -0.4721 0.0887 -0.0317
C 0.7499 0.1867 0.9030
C 1.6427 -0.3385 -0.2521
C 0.6913 0.7191 -0.8098
O 0.9639 1.5454 0.3893
H -1.7693 -1.4049 0.8666
H -1.9043 -1.4197 -0.9647
H -2.2652 1.0604 0.6552
H 0.8745 -0.0087 1.9713
H 1.5447 -1.3678 -0.6081
H 2.6829 -0.0148 -0.1861
H 0.6630 1.2548 -1.7595
*
```

These are the Mulliken partial charges, in e, on atoms 1 to 6:
1. C -0.430
2. N -0.603
3. C 0.343
4. C -0.188
5. C -0.584
6. C -0.197

Record 3
Below is a cluster of 2 separate species, C4H12 in total at a distorted geometry, with properties calculated with the ωB97M-V functional and the def2-TZVPD basis.

Calculated values
HOMO-LUMO gap (alpha / beta) in eV: 12.437 / 2.914
Energy above the lowest of the compared OMol25 structures with the same formula, charge and spin in eV: 1.709
E_HOMO (alpha / beta) in eV: -15.5357 / -14.7445
E_LUMO (alpha / beta) in eV: -3.10 / -11.83

Structure (ORCA input):
```
! wB97M-V def2-TZVPD RIJCOSX def2/J DEFGRID3
* xyz 1 2
C -1.6521 -0.4979 1.8736
C -2.6508 0.2116 0.9621
H -1.5890 -0.1442 2.9093
H -1.8060 -1.5204 2.0862
H -0.6670 -0.2274 1.6044
H -3.5922 -0.2754 0.5773
H -2.2671 0.5795 -0.0488
H -3.1105 1.1769 1.3279
C 2.3736 -0.5237 -1.8562
C 1.9551 0.6566 -0.9548
H 1.7046 -1.2923 -1.8548
H 2.5540 -0.1697 -2.8754
H 3.1912 -1.0264 -1.7020
H 2.7691 1.3031 -0.5280
H 1.4978 0.3372 -0.0114
H 1.2893 1.4123 -1.5095
*
```

These are the Mulliken partial charges, in e, on atoms 1 to 6:
1. C -0.370
2. C -0.633
3. H 0.364
4. H 0.342
5. H 0.087
6. H 0.342

Record 4
Below is a cluster of 40 separate species, H80O40 in total at a distorted geometry, with properties calculated with the ωB97M-V functional and the def2-TZVPD basis.

Calculated values
HOMO-LUMO gap in eV: 9.221
Energy above the lowest of the compared OMol25 structures with the same formula, charge and spin in eV: 14.729
E_HOMO in eV: -9.7616
E_LUMO in eV: -0.54

Structure (ORCA input):
```
! wB97M-V def2-TZVPD RIJCOSX def2/J DEFGRID3
* xyz 0 1
H -0.5782 4.4841 2.6864
H 0.0020 4.4888 4.1063
O 0.3270 4.4872 3.1390
H -2.3781 2.4072 2.7053
H -1.5844 1.2524 2.6008
O -1.5328 1.9946 3.0881
H -4.9344 0.8917 4.7829
H -4.1528 0.0553 3.5845
O -5.0223 0.4166 3.9728
H 3.8821 4.3422 0.8244
H 3.0780 5.3764 0.6081
O 3.6657 4.8786 -0.0068
H -4.7171 -2.3309 -3.4650
H -5.2368 -1.2678 -4.2987
O -4.7260 -1.4217 -3.5613
H -0.9001 -2.1091 -1.4853
O -0.8183 -1.2039 -1.3709
H 1.9099 -3.5204 -0.1652
O 1.0948 -3.8693 0.3745
H 1.5138 4.7185 -2.2645
H 1.0541 6.1652 -1.8982
O 1.5826 5.5600 -2.6224
H -2.4069 -1.6603 3.9975
H -1.4144 -2.8357 4.1760
O -1.4985 -1.9799 3.9153
H 0.6609 -0.2565 -0.9225
H 0.7469 0.2217 0.4796
O 0.9745 0.5080 -0.4091
H 3.9203 -0.9544 3.0878
H 4.1559 -0.4947 4.5420
O 3.5503 -0.7101 3.9132
H 1.2205 1.3967 -3.0562
O 0.3274 1.2358 -3.3542
H -2.1735 4.7440 -1.3566
H -2.2312 3.0544 -1.9042
O -2.3088 4.0707 -2.0747
H -0.1980 -4.2815 4.5862
H 0.3346 -3.1830 5.6150
O -0.3663 -3.9073 5.3062
H 3.7007 -0.8089 -2.6479
H 4.1304 -0.5505 -4.1505
O 3.6201 -1.1647 -3.6075
H 0.4249 -3.4349 -2.8065
H 1.8127 -2.7768 -2.1768
O 1.0193 -3.2179 -1.9565
H 2.7192 1.8766 -4.4700
H 4.1196 1.9609 -5.2253
O 3.6309 1.4440 -4.5848
H 3.5302 0.5234 -0.1936
H 2.5907 1.2256 -1.5289
O 3.3344 0.5766 -1.2388
H -4.3355 -4.6400 -3.0800
O -3.8962 -3.9721 -3.6924
H -0.0313 4.8380 0.4569
H -0.5558 3.4173 0.4541
O -0.2727 4.0776 -0.1610
H -0.7366 -0.9782 2.4610
O -0.7537 -0.2838 1.8975
H -0.1821 -1.9876 -3.9435
H 0.6659 -2.9074 -4.7298
O -0.1100 -2.9046 -4.3242
H -2.5836 -3.8258 -0.1072
H -1.6724 -4.8683 -0.7321
O -1.8612 -3.8771 -0.7286
H -4.8699 -0.8568 1.2288
H -3.5918 -0.6531 0.4507
O -3.9916 -1.2110 1.2071
H 4.2351 -2.2203 -0.7535
H 3.3953 -1.0404 -0.9521
O 3.3974 -1.9374 -1.1069
H -0.5375 1.5801 -0.7516
H -1.4414 0.7006 0.1280
O -1.5202 1.1566 -0.7163
H -3.2997 2.8391 0.9508
H -2.5886 4.0553 0.2956
O -3.0481 3.7833 1.0692
H 1.7006 3.2435 -1.6317
H 2.4996 3.7307 -2.8915
O 1.8988 3.0238 -2.4691
H -2.5094 -0.8155 -3.7228
H -1.5945 0.2363 -4.2259
O -1.7117 -0.6656 -4.0918
H 0.5632 0.8797 2.1292
H 1.4949 0.0957 2.9124
O 1.5165 0.9876 2.4414
H 0.6799 -5.6673 2.0637
H 0.4683 -4.2245 2.4320
O 0.0656 -5.0608 2.2520
H -3.7403 2.1952 -3.9906
O -4.4962 1.7723 -3.5342
H 3.2445 -1.5835 1.0655
H 3.9043 -0.0495 1.3249
O 4.1525 -1.0628 1.2762
H -3.3244 -3.7162 -2.9749
H -1.2111 -0.8070 -2.1120
H -1.4847 -0.7487 1.1993
H 0.1698 -3.6027 -0.0751
H -0.0064 2.0397 -3.7390
H -5.1707 1.4006 -4.2148
O 1.4465 -2.0976 5.0670
H 1.3006 -1.2055 5.1521
H 2.4069 -2.3392 5.2083
O 1.1196 1.1281 5.1002
H 1.5935 1.3228 4.2310
H 0.4409 1.6761 5.0643
O -0.7192 3.6165 -4.1399
H -0.0575 4.0493 -3.7363
H -1.4500 3.8040 -3.3972
O 3.0426 -4.8151 2.4388
H 2.7400 -4.3878 3.2716
H 3.8942 -4.7176 2.4597
O 3.7511 3.8226 3.0174
H 4.2930 3.4421 3.6793
H 3.0503 4.2043 3.3165
O -5.1467 1.2344 0.0137
H -5.8592 1.8187 0.0025
H -5.1134 1.0124 -0.9354
O 0.8025 -6.2576 -0.9018
H 0.7729 -6.1930 -1.8585
H 1.3127 -5.4204 -0.5864
*
```

These are the Mulliken partial charges, in e, on atoms 1 to 6:
1. H 0.239
2. H 0.294
3. O -0.549
4. H 0.361
5. H 0.057
6. O -0.357

Look up the energy above the lowest of the compared OMol25 structures with the same formula, charge and spin of the fourth one.
14.729 eV

Which value of energy above the lowest of the compared OMol25 structures with the same formula, charge and spin does entry 1 give?
23.666 eV

What is the formula in the second record?
C5H7NO

Among the records above, which one has the lowest energy above the lowest of the compared OMol25 structures with the same formula, charge and spin?
C4H12